# H16O8

8 unconnected molecules or ions with the total composition H16O8 (wB97M-V/def2-TZVPD, the OMol25 dataset).

As for the net charge: 0. The calculation puts the orbital gap at 0.3691 hartree. For the highest occupied orbital energy, the calculation gives -10.22 eV. The spin multiplicity is 1.

Atoms and positions in Å:
O1 -2.37 -2.55 -0.76
H1 -1.92 -2.88 0.02
H2 -2.34 -1.60 -0.67
O2 -0.17 0.50 0.21
H3 0.62 0.78 -0.25
H4 -0.75 0.19 -0.49
O3 0.90 -1.71 -2.52
H5 1.22 -0.83 -2.32
H6 0.26 -1.59 -3.22
O4 -1.67 1.76 2.05
H7 -1.34 1.08 1.45
H8 -0.89 2.05 2.53
O5 3.40 3.39 0.40
H9 4.05 3.20 1.08
H10 2.72 2.74 0.54
O6 -2.90 0.20 -0.89
H11 -2.89 1.14 -1.10
H12 -3.49 0.13 -0.14
O7 -0.41 -2.56 1.11
H13 -0.33 -2.87 2.01
H14 0.10 -1.75 1.08
O8 2.43 0.62 -0.11
H15 3.24 0.56 -0.61
H16 2.54 -0.01 0.61

***

# H16O8

8 unconnected molecules or ions with the total composition H16O8 in a non-equilibrium geometry (wB97M-V/def2-TZVPD, the OMol25 dataset).

As for the net charge: 0. The calculation puts the orbital gap at 0.3603 hartree. For the highest occupied orbital energy, the calculation gives -10.18 eV. The spin multiplicity is 1.

Atoms and positions in Å:
O1 -5.72 7.56 18.45
H1 -5.95 8.28 17.89
H2 -6.46 7.08 18.76
O2 -6.86 9.33 16.44
H3 -7.19 8.41 16.13
H4 -7.51 9.57 17.08
O3 -8.21 7.36 15.53
H5 -7.60 6.73 15.18
H6 -8.94 7.00 15.06
O4 -6.25 5.31 15.96
H7 -5.40 5.62 15.82
H8 -6.43 4.46 15.52
O5 -7.39 2.96 18.80
H9 -7.86 2.76 17.99
H10 -6.70 2.26 18.94
O6 -7.66 5.76 18.25
H11 -7.62 4.85 18.57
H12 -7.21 5.76 17.43
O7 -4.06 3.79 17.63
H13 -4.31 2.90 17.50
H14 -4.83 4.32 17.40
O8 -10.63 5.34 15.85
H15 -11.12 6.08 15.49
H16 -10.08 5.80 16.52